[1]
12
Properties=species:S:1:pos:R:3 method="wB97M-V/def2-TZVPD" total_charge=0 e_lumo_ha=0.04306 homo_lumo_gap_ev=10.35 de_lowest_kj_mol=82.17 e_tot_ev=-6977.3410 smiles="C/C=C/CF" homo_energy_ha=-0.337
H 0.46851 0.49736 -2.77973
H -1.22133 -1.63607 1.30609
H -0.09987 -1.17718 -0.92542
C -0.50609 -0.86067 1.61840
C -0.14119 0.22760 0.64677
F -0.89494 -0.24008 2.77084
H 0.06180 1.72159 -1.52642
C 0.22091 -0.12761 -0.63078
C 0.61697 0.81062 -1.72758
H -0.56065 1.18750 0.98087
H 1.71192 0.99980 -1.69606
H 0.34395 -1.40287 1.96303


[2]
16
Properties=species:S:1:pos:R:3 method="wB97M-V/def2-TZVPD" total_charge=0 e_lumo_ha="0.00207 / -0.00792" homo_lumo_gap_ev="7.68 / 7.50" de_lowest_kj_mol=51.52 e_tot_ev=-39463.7636 homo_energy_ha="-0.280 / -0.284"
S -2.71909 -2.59110 -0.84522
I -3.39522 1.05018 0.12648
C 1.39022 0.71574 0.28298
C 2.35935 1.63687 -0.45185
C -1.51438 0.41591 0.63002
C -1.33279 -2.21090 0.21120
H -1.49064 -2.75708 1.06585
H 1.59609 -0.35445 0.06071
H 1.36676 0.93969 1.44211
F 2.10784 2.92236 -0.15085
H -0.43005 -2.15543 -0.32502
S -0.26940 1.10886 -0.39802
F 3.61627 1.29553 -0.06050
H 2.34414 1.51870 -1.53111
H -1.31652 0.40952 1.80288
H -2.31260 -1.94440 -1.85967


[3]
16
Properties=species:S:1:pos:R:3 method="wB97M-V/def2-TZVPD" total_charge=0 e_lumo_ha="0.01014 / 0.00656" homo_lumo_gap_ev="8.41 / 8.48" de_lowest_kj_mol=277.03 e_tot_ev=-15390.8712 homo_energy_ha="-0.299 / -0.305"
N -0.69906 -0.95571 0.34936
H 1.24602 -0.20864 0.74027
F -3.29775 1.13909 0.47920
H -1.90118 1.76540 -1.48882
C -0.93795 1.30067 -1.01766
F -3.65743 -0.12873 -1.21601
H -0.37537 2.13105 -0.54501
H 0.84018 -0.54626 -0.96223
F -3.36676 -0.98153 0.64726
H -0.18640 -2.44132 1.46166
H 1.20011 -1.84753 0.25113
C -2.91466 -0.06132 -0.10047
H -0.17596 0.87320 -1.78336
C 0.70603 -0.88422 0.08155
C -1.46655 0.01176 -0.36398
N -1.11659 -1.98677 1.15421